(1)
63
Properties=species:S:1:pos:R:3:forces:R:3 method="wB97M-V/def2-TZVPD" e_above_lowest_kcal_mol=0.0 largest_force_ha_per_bohr=0.131 s_squared=6.219 total_energy_ev=-98501.4952 homo_ha="-0.344 / -0.404" multiplicity=5 total_charge=+1
H 0.9446 -6.2438 -1.9272 -0.140 0.259 0.089
H 3.6194 -1.4806 -1.7651 -0.209 0.079 0.161
Mn 0.0772 0.1521 0.3432 2.735 0.887 -0.195
H 2.6609 -2.2357 -0.4535 0.071 0.188 -0.132
H 1.4748 -1.8503 -3.4593 -0.252 0.003 -0.006
H -3.2436 2.9397 1.2558 0.159 -0.170 0.064
P 1.4145 -0.4505 -1.5054 0.034 -0.269 -1.230
C 2.9296 -1.2857 -0.9329 0.037 0.071 0.242
O -0.9504 -0.7499 3.0023 2.387 1.063 -3.676
P -1.7059 1.5281 0.0206 -1.212 0.100 0.097
C 0.4412 -5.3069 -1.6885 0.062 0.115 -0.017
H -1.6450 2.7579 2.0598 -0.252 -0.101 -0.132
C 0.6846 -1.6257 -2.7318 0.039 0.015 -0.098
H 2.6482 0.6639 -3.2898 -0.169 0.114 0.175
H 1.1019 1.4971 -2.9139 0.279 -0.164 0.072
C 5.3031 3.3764 1.4782 -0.323 0.210 0.236
H -2.0659 -1.5813 -1.9940 0.361 0.582 -0.018
C 1.9721 0.9814 -2.4843 0.107 0.038 -0.049
H -2.1351 3.5344 -1.2664 0.215 -0.104 0.011
C 2.9309 4.0962 2.7858 0.462 0.191 0.012
H 6.2227 3.1313 0.9528 -0.149 0.029 0.167
C -4.3384 -2.8444 1.3082 0.327 0.195 -0.235
N -1.6868 -1.7425 -1.0605 0.080 0.666 -0.714
C -2.3903 -4.0077 0.3376 -0.180 -1.156 0.835
H -5.3895 0.3259 0.6712 0.148 -0.232 -0.005
C -3.1507 -2.8540 0.5215 -0.877 0.613 0.309
H -4.6066 -3.7587 1.8375 -0.019 0.285 -0.089
C 1.6006 2.4603 1.4791 -0.124 1.076 0.297
H 3.4162 -0.6432 -0.1859 -0.092 -0.179 -0.203
C -1.2481 2.9294 -1.0395 0.151 0.032 0.045
H -3.9550 1.4819 -0.8054 0.097 -0.184 -0.129
C -4.7597 -0.5639 0.6321 0.125 -0.030 0.040
H -6.0581 -1.7177 1.9156 0.198 0.018 -0.109
H -0.8978 -6.1735 -0.2271 0.152 0.171 -0.176
H 4.0818 1.9516 0.4010 0.028 0.200 0.156
C -3.5862 -0.5318 -0.1249 0.254 -0.078 0.203
H -0.5103 3.5326 -0.4925 -0.212 -0.119 -0.154
C 4.1245 4.7275 3.1378 0.146 -0.294 -0.368
C -1.2661 -4.0607 -0.4878 0.800 -0.422 -0.633
H -0.7956 2.5599 -1.9701 -0.192 0.141 0.205
H 1.6410 -4.1497 -3.0728 -0.143 -0.040 0.166
O 1.6871 1.2723 0.9589 -0.851 -0.699 -0.463
C 2.9216 3.1035 1.8070 -0.086 -0.154 0.010
C 0.8325 -4.1267 -2.3434 -0.016 0.119 0.161
H 4.1327 5.5080 3.8954 0.081 -0.202 -0.148
C -0.5710 -5.2757 -0.7519 -0.106 0.359 0.072
O 0.5563 3.0994 1.6942 0.616 -1.242 -0.401
C 5.3134 4.3626 2.4808 -1.100 -0.443 -0.341
C 4.1017 2.7374 1.1544 0.237 0.298 0.393
H 1.9950 4.3687 3.2687 0.223 -0.035 -0.114
H -2.6873 -4.9123 0.8667 0.025 0.147 -0.149
C -5.1336 -1.7159 1.3422 0.085 -0.050 -0.001
H -2.8464 1.4382 2.1574 0.018 0.109 -0.198
C -2.7893 -1.6894 -0.1781 -0.685 -0.058 0.304
C -3.1484 0.7380 -0.8239 0.088 -0.060 -0.121
C -2.4447 2.2343 1.5200 0.146 0.196 0.106
H -0.1267 -1.0939 -3.2545 0.263 -0.106 0.079
Cl 6.7772 5.1583 2.8835 0.288 0.106 0.062
H -2.8596 0.5650 -1.8722 -0.142 0.078 0.224
H 2.4972 1.6803 -1.8180 -0.148 -0.190 -0.171
C -0.4457 -0.4216 1.9995 -3.938 -1.320 5.291
C 0.2029 -2.9063 -2.0794 -0.065 -0.015 0.370
C -0.8697 -2.8935 -1.1688 0.159 -0.636 -0.181

=====

(2)
66
Properties=species:S:1:pos:R:3:forces:R:3 method="wB97M-V/def2-TZVPD" largest_force_ha_per_bohr=0.009 total_energy_ev=-59297.8072 homo_ha=-0.651 multiplicity=1 total_charge=+3
C 1.3482 1.8302 -3.3438 -0.118 -0.041 -0.051
H 2.2065 3.2437 -4.6977 0.003 0.003 0.001
H -1.4585 -1.8511 3.5391 -0.001 0.019 0.022
C -0.6184 1.5744 5.3781 0.015 0.029 -0.050
C -0.8961 0.3406 4.8287 -0.010 -0.002 0.078
N 1.8743 0.0114 0.5336 -0.074 -0.131 0.000
H -0.7066 1.7273 6.4444 0.000 0.000 0.001
F -5.1021 -0.3698 -2.2507 -0.008 -0.015 0.015
C -0.1206 2.4822 3.1762 0.025 0.051 -0.042
C 2.5035 1.6156 -1.2167 0.015 -0.145 0.185
H 0.2322 -4.3370 -0.9367 -0.006 -0.006 -0.039
C -1.4040 -2.9331 1.4889 -0.059 -0.005 0.008
H -2.4174 4.4252 -1.6460 0.003 -0.002 0.002
S -2.1886 -1.0716 -1.2131 0.139 0.133 0.005
H 1.8788 -3.8860 0.1182 0.007 -0.002 -0.007
H -4.1402 3.1664 -2.9485 0.005 0.011 0.005
H -1.6307 -4.6455 0.3158 0.050 -0.008 0.019
C 2.4083 -0.8231 1.6208 0.069 -0.032 -0.003
H 4.2706 2.8217 -0.9706 -0.001 0.008 -0.017
C -0.7738 0.1530 3.4430 -0.032 -0.135 -0.045
H 0.5564 1.5157 -4.0114 0.014 0.021 -0.007
H -2.4034 -2.9660 1.9225 -0.007 0.037 -0.001
O 0.5964 0.3183 -1.6459 -0.174 0.403 0.205
C -3.4037 2.6383 -2.3553 0.061 0.033 0.040
N -1.5628 1.3082 -0.8524 0.059 -0.032 0.083
H 3.5074 -2.0326 0.2304 -0.006 -0.008 -0.006
H 0.9138 -3.1506 1.3721 -0.027 -0.022 -0.011
H 3.2184 -2.7993 1.7733 0.014 0.001 -0.002
H 0.8924 -1.9287 -2.6474 -0.014 0.013 -0.005
C -3.4235 1.2540 -2.3208 -0.018 -0.005 -0.016
C 1.5437 -2.9287 0.5203 0.034 -0.032 0.015
C -1.5003 -3.5799 0.1202 0.032 -0.001 -0.014
C -1.0701 -1.1049 2.8458 0.009 0.014 0.044
C -4.4273 0.4200 -3.0937 -0.005 0.020 0.003
H -0.7625 -3.5184 2.1466 -0.014 -0.007 0.021
H 0.1646 3.3060 2.5361 -0.001 0.005 0.015
C 3.4460 2.5682 -1.6262 0.061 0.047 -0.004
C 2.7572 -2.1670 1.0118 -0.004 0.026 -0.004
C 2.6876 0.8674 -0.0047 -0.001 0.051 -0.060
O -0.3520 0.9943 1.3181 -0.115 0.134 -0.203
H -2.4331 -3.2836 -0.3484 -0.015 -0.044 -0.006
H -0.0212 3.6023 4.9914 -0.002 -0.004 0.009
H 1.9193 -3.2236 -2.0088 0.010 0.003 -0.012
C -0.2317 2.6353 4.5533 -0.018 -0.044 0.027
H 1.6613 -0.9211 2.4098 -0.012 0.011 0.000
C 1.4641 1.2775 -2.0892 0.147 -0.138 0.019
C 3.3228 3.1662 -2.8647 -0.070 -0.040 -0.028
H 3.6423 1.0040 0.5038 0.011 0.024 -0.025
H -0.7481 3.1404 -0.2992 -0.001 -0.005 -0.002
C -2.4398 3.3450 -1.6291 -0.093 0.007 -0.073
N -0.9401 -1.4924 1.6023 0.116 0.068 -0.055
H -0.7395 -3.2256 -1.8666 0.015 0.040 -0.002
C -1.5165 2.6524 -0.8834 0.036 -0.020 0.071
H 2.3209 -1.5313 -1.6684 0.008 0.009 0.014
H 4.0419 3.9068 -3.1852 0.001 0.000 0.003
C -2.4700 0.6270 -1.5403 -0.151 -0.181 -0.038
H -1.2091 -0.4861 5.4550 0.002 0.012 0.005
W -0.2150 -0.2031 -0.0591 0.050 -0.212 -0.285
C -0.3444 -3.4145 -0.8713 -0.066 -0.035 0.007
C 1.5065 -2.2346 -1.8063 0.009 -0.053 -0.022
H 3.2888 -0.3456 2.0506 -0.007 0.016 0.012
F -5.2790 1.1837 -3.7536 -0.009 0.006 -0.009
N 0.6643 -2.3282 -0.5696 -0.042 0.110 0.176
C -0.3929 1.2379 2.6538 0.078 0.023 -0.014
C 2.2830 2.7906 -3.7179 0.071 0.026 0.053
F -3.7787 -0.3682 -3.9613 0.013 -0.009 -0.009

=====

(3)
64
Properties=species:S:1:pos:R:3:forces:R:3 method="wB97M-V/def2-TZVPD" e_above_lowest_kcal_mol=22.0 largest_force_ha_per_bohr=0.076 total_energy_ev=-49696.9766 homo_ha="-0.410 / -0.410" multiplicity=1 total_charge=+1
H -0.8890 2.2741 -2.2224 0.021 -0.087 -0.096
N -1.0256 -1.5555 -0.5012 0.481 -0.158 -0.857
H 2.7318 -0.4262 1.9482 0.078 0.005 -0.037
C -0.6480 0.7252 4.0713 0.489 0.324 -0.259
H -1.2644 3.3978 1.8782 0.024 -0.008 0.091
H -2.0836 -0.5679 3.3592 0.189 -0.078 -0.209
C -0.4956 4.3382 -1.7798 -0.138 0.005 -0.034
H -1.5010 1.3798 4.2709 0.127 -0.098 -0.035
H -6.2686 -0.2761 -1.0498 -0.092 -0.093 -0.049
H 0.4134 -1.3106 -2.5671 -0.103 -0.001 -0.082
H 4.0709 -0.2085 0.8289 0.097 -0.093 -0.155
C -2.7562 1.0351 -0.1385 -1.762 -1.327 -0.630
H -4.4795 -1.8929 -0.4713 -0.015 -0.122 0.036
H 2.2269 -4.8907 1.7796 0.022 -0.012 0.140
H -0.6653 -1.3064 3.6812 -0.153 0.254 -0.219
H 4.8625 -3.4097 -2.2804 0.007 -0.058 0.030
C 1.2217 -3.0111 1.8296 0.224 0.216 0.127
H -0.2265 6.3325 -1.0405 0.053 0.096 -0.060
C 1.7231 -2.7979 -3.3662 -0.076 -0.070 -0.055
C -0.7305 4.9691 0.5226 -0.002 0.042 -0.001
C 1.5070 -4.2523 1.2941 -0.019 0.314 0.177
C 2.1116 1.7931 -1.3721 -0.400 -0.581 0.501
C 3.0914 0.1696 1.1054 -0.558 -0.078 -0.610
N -1.4504 1.3503 0.1886 1.477 -1.099 0.859
H 1.6362 1.7573 -2.3470 -0.131 -0.053 -0.128
H -0.7393 5.7274 1.2893 0.076 0.067 0.092
C -0.2313 -2.5601 0.0725 0.143 -0.307 0.562
H 3.1747 1.9493 -1.5337 0.232 -0.204 0.083
O 0.8925 2.5535 3.7085 -0.189 -0.410 -0.306
H -5.8240 2.1424 -0.9712 -0.112 0.037 -0.097
C 3.8757 -2.9698 -2.3315 0.072 -0.085 -0.027
Si 1.8354 0.1606 -0.3873 2.056 -0.303 -0.626
H 4.2612 -1.6236 -0.7392 0.120 0.046 0.131
H 1.1046 -5.6164 -0.3176 0.033 -0.207 -0.045
C -3.0342 -0.3580 -0.1100 -0.631 1.469 -0.228
C 3.5308 -1.9502 -1.4614 0.004 0.109 0.135
C -0.8219 3.0337 -1.4577 -0.067 -0.285 0.238
H -0.1928 0.4621 5.0302 -0.100 0.024 -0.153
H 1.7040 -2.6805 2.7435 -0.030 0.048 -0.087
N -1.0730 -0.4530 3.2911 0.036 -0.115 -0.045
C -3.7756 1.9298 -0.4615 0.605 0.003 0.145
H 3.2328 1.1882 1.4583 -0.115 0.114 0.050
C -0.0257 -3.8027 -0.4913 0.420 -0.239 0.190
C -5.0311 1.4413 -0.7667 -0.109 -0.212 0.022
N -1.9702 -1.1105 0.4083 0.709 -0.445 0.723
C -5.2817 0.0754 -0.7971 -0.014 0.250 -0.044
H 1.0146 -3.1198 -4.1153 -0.063 -0.039 -0.080
H -3.5823 2.9921 -0.4524 -0.006 0.074 -0.050
C 1.3863 -1.7773 -2.4943 0.016 0.209 -0.090
C -0.4536 5.3083 -0.7910 -0.013 0.030 0.025
C -4.2849 -0.8318 -0.4736 0.476 -0.120 0.245
O 0.6077 1.0615 2.0818 1.014 -0.121 -1.116
C 0.3884 1.5615 3.2605 -0.654 0.655 2.064
N 0.3812 -2.1416 1.2266 -0.151 -1.568 -0.920
W -0.3285 -0.1353 0.9117 -3.100 2.274 0.675
H -0.5454 -4.0597 -1.3997 -0.015 0.019 -0.082
H 3.2273 -4.2130 -3.9458 0.024 -0.034 -0.126
C -1.0289 3.6603 0.8566 -0.050 -0.350 -0.030
C -1.0655 2.6828 -0.1317 0.313 1.075 0.024
C 2.9661 -3.4045 -3.2801 -0.016 -0.072 0.005
C 0.8858 -4.6582 0.1193 -0.482 0.619 -0.194
H -0.3017 4.5975 -2.8102 0.037 0.025 -0.049
C 2.2817 -1.3345 -1.5213 -0.300 0.679 0.458
H 1.7290 2.6583 -0.8363 -0.007 0.045 0.083